<1>
# C3H8N2OS

C3H8N2OS in the gas phase (the ωB97M-V functional and the def2-TZVPD basis, OMol25).

Geometry as XYZ:
```
15
Properties=species:S:1:pos:R:3
C -2.33 -0.14 0.38
C -1.29 -0.82 -0.47
C 1.42 1.30 -0.26
H -2.11 -0.31 1.42
H -2.29 0.92 0.17
H -3.28 -0.52 0.10
H -1.52 -0.57 -1.54
H -1.28 -1.91 -0.27
H 1.54 2.34 -0.41
H 3.17 1.15 0.83
H 2.26 -1.64 0.72
N 0.25 0.88 -0.62
N 2.49 0.64 0.30
O 0.01 -0.40 -0.18
S 2.97 -0.92 -0.19
```

The charge is 0. The SMILES is CCO/N=C\NS. As for the lowest unoccupied orbital energy: 0.7664 eV. As for the HOMO energy: -8.531 eV.

=====

<2>
# C3H8N2OS

C3H8N2OS in the gas phase (the ωB97M-V functional and the def2-TZVPD basis, OMol25).

Geometry as XYZ:
```
15
Properties=species:S:1:pos:R:3
C 2.04 -0.18 -0.62
C 1.21 -0.12 0.69
C -0.96 0.81 0.11
H 3.14 -0.15 -0.51
H 1.76 -1.09 -1.15
H 1.79 0.69 -1.21
H 1.34 0.87 1.17
H 1.50 -0.89 1.45
H -0.72 -1.15 0.44
H -2.91 0.98 0.24
H -2.71 -1.35 -0.80
N -0.18 -0.28 0.40
N -2.26 0.42 -0.29
O -2.54 -0.94 0.04
S -0.52 2.39 0.04
```

The charge is 0. The SMILES is CCNC(=S)NO. As for the lowest unoccupied orbital energy: 0.6182 eV. As for the HOMO energy: -8.551 eV.

=====

<3>
# C3H8N2OS

A molecular structure, C3H8N2OS (the ωB97M-V functional and the def2-TZVPD basis, OMol25).

Geometry as XYZ:
```
15
Properties=species:S:1:pos:R:3
C 0.22 -1.53 -0.03
C -1.33 -1.10 -0.19
C 1.01 -0.43 -0.48
N 0.10 0.83 1.62
N 0.83 3.25 -0.28
O -1.35 0.32 -0.45
S 0.09 1.05 0.11
H 0.26 -1.72 1.03
H 0.22 -2.47 -0.57
H -1.78 -1.64 -1.14
H -1.70 -1.20 0.77
H 2.03 -0.39 -0.08
H 1.01 -0.45 -1.55
H 0.09 1.68 2.12
H 0.32 3.80 -0.87
```

The charge is 0. As for the lowest unoccupied orbital energy (spin up / spin down): -0.7924 / -0.8128 eV. As for the HOMO energy (spin up / spin down): -9.260 / -9.190 eV.

=====

<4>
# C3H8N2OS

2 unconnected molecules or ions with the total composition C3H8N2OS (the ωB97M-V functional and the def2-TZVPD basis, OMol25).

Geometry as XYZ:
```
15
Properties=species:S:1:pos:R:3
C 1.84 0.69 0.11
C -0.44 0.75 -0.48
C -1.22 0.09 0.60
H 2.96 -1.94 0.89
H 4.01 -0.37 0.18
H 2.66 1.39 0.50
H -1.04 1.63 -0.86
H -0.15 0.03 -1.20
H -0.82 -1.02 0.61
H -1.45 0.57 1.54
H -2.33 -1.90 -0.13
N 3.35 -1.16 -0.23
N 2.03 -0.47 -0.06
O 0.73 1.37 0.07
S -3.03 -0.44 -0.09
```

The charge is 0. As for the lowest unoccupied orbital energy: 0.2914 eV. As for the HOMO energy: -9.328 eV.

=====

The structure with the least stability is <3>.

=====

<1>
# C37H33BrO9P2Sn

A molecular structure, C37H33BrO9P2Sn (the ωB97M-V functional and the def2-TZVPD basis, OMol25).

Geometry as XYZ:
```
83
Properties=species:S:1:pos:R:3
Sn -0.76 0.09 0.99
O 1.51 -0.84 2.74
C 2.67 -0.83 2.46
C 3.82 -0.31 1.99
C 5.03 -0.14 2.78
C 6.23 0.09 2.18
C 6.36 0.18 0.77
C 5.22 0.08 -0.01
C 3.96 -0.15 0.53
P 2.45 -0.08 -0.46
C 2.56 -1.55 -1.55
C 1.77 -1.64 -2.70
C 1.79 -2.79 -3.47
C 2.56 -3.88 -3.09
C 3.31 -3.81 -1.93
C 3.32 -2.66 -1.16
C 2.87 1.30 -1.59
C 2.69 2.58 -1.04
C 2.98 3.72 -1.78
C 3.45 3.60 -3.08
C 3.65 2.34 -3.63
C 3.37 1.20 -2.89
H 4.95 -0.18 3.86
H 7.11 0.23 2.80
H 7.33 0.36 0.31
H 5.30 0.20 -1.08
H 1.14 -0.81 -2.96
H 1.17 -2.85 -4.36
H 2.58 -4.77 -3.70
H 3.90 -4.67 -1.61
H 3.90 -2.60 -0.25
H 2.32 2.65 -0.03
H 2.83 4.70 -1.34
H 3.65 4.49 -3.67
H 4.03 2.25 -4.64
H 3.52 0.22 -3.32
O -5.86 2.71 4.15
C -4.90 2.23 3.58
C -4.92 1.00 2.72
O -5.89 0.30 2.48
C -3.54 0.81 2.26
C -2.72 1.86 2.76
O -1.48 1.92 2.47
C -3.49 2.75 3.62
O -3.09 3.70 4.27
O -3.08 -0.12 1.53
Br -4.93 2.99 -0.82
C -4.76 1.28 -1.66
C -5.69 0.90 -2.61
C -5.54 -0.33 -3.22
C -4.46 -1.15 -2.91
C -3.52 -0.75 -1.97
C -3.68 0.48 -1.34
C -2.31 -1.65 -1.68
O -2.33 -2.77 -2.19
O -1.39 -1.16 -0.96
H -6.53 1.55 -2.84
H -6.27 -0.66 -3.95
H -4.33 -2.11 -3.38
H -2.98 0.79 -0.58
C -0.12 -3.63 3.75
P -1.20 -2.42 2.86
C -2.13 -1.76 4.31
C -2.46 -3.57 2.17
H -0.72 -4.33 4.33
H 0.56 -3.08 4.40
H 0.48 -4.18 3.02
H -2.51 -2.56 4.94
H -2.96 -1.16 3.93
H -1.47 -1.11 4.89
H -2.92 -4.20 2.94
H -2.01 -4.19 1.40
H -3.23 -2.96 1.70
C -0.68 4.09 0.31
O -0.74 3.41 -0.95
C -0.56 2.13 -0.99
C -0.57 1.69 -2.41
H -0.93 3.42 1.14
H -1.39 4.91 0.26
H 0.33 4.48 0.44
H -1.19 2.34 -3.04
H -0.88 0.65 -2.47
H 0.46 1.77 -2.77
```

The charge is -2. As for the lowest unoccupied orbital energy: 4.1345 eV. As for the HOMO energy: -0.519 eV.

=====

<2>
# C37H33BrO9P2Sn

A molecular structure, C37H33BrO9P2Sn (the ωB97M-V functional and the def2-TZVPD basis, OMol25).

Geometry as XYZ:
```
83
Properties=species:S:1:pos:R:3
Sn 1.72 -0.51 0.33
O 0.17 0.92 -2.36
C -0.49 0.06 -3.05
C -1.94 -0.01 -2.86
C -2.81 0.06 -3.96
C -4.16 -0.20 -3.82
C -4.68 -0.58 -2.58
C -3.83 -0.68 -1.50
C -2.47 -0.39 -1.61
P -1.38 -0.45 -0.12
C -1.99 -2.03 0.63
C -3.01 -2.16 1.57
C -3.35 -3.41 2.07
C -2.67 -4.54 1.64
C -1.65 -4.42 0.71
C -1.31 -3.17 0.21
C -2.20 0.79 0.96
C -1.90 0.79 2.33
C -2.46 1.73 3.18
C -3.33 2.69 2.69
C -3.63 2.71 1.33
C -3.07 1.77 0.48
H -2.42 0.37 -4.92
H -4.83 -0.10 -4.67
H -5.74 -0.78 -2.47
H -4.23 -0.97 -0.53
H -3.53 -1.28 1.94
H -4.14 -3.50 2.81
H -2.94 -5.52 2.04
H -1.10 -5.30 0.40
H -0.50 -3.07 -0.50
H -1.21 0.06 2.73
H -2.19 1.70 4.23
H -3.77 3.42 3.36
H -4.31 3.45 0.94
H -3.30 1.81 -0.58
O 0.92 -3.25 5.99
C 0.85 -2.80 4.87
C 1.18 -3.53 3.58
O 1.28 -4.73 3.44
C 1.34 -2.46 2.58
C 0.98 -1.22 3.14
O 1.08 -0.13 2.47
C 0.46 -1.39 4.49
O -0.17 -0.60 5.17
O 1.73 -2.57 1.37
Br 0.29 4.11 2.38
C 2.11 4.05 1.84
C 2.84 5.23 1.79
C 4.15 5.18 1.35
C 4.70 3.98 0.92
C 3.96 2.80 0.98
C 2.66 2.84 1.47
C 4.58 1.52 0.42
O 5.70 1.61 -0.09
O 3.88 0.45 0.50
H 2.38 6.17 2.09
H 4.75 6.09 1.34
H 5.71 3.93 0.53
H 2.09 1.94 1.56
C 2.88 -3.83 -1.56
P 1.91 -2.45 -2.31
C 1.52 -3.20 -3.95
C 3.32 -1.39 -2.85
H 3.70 -4.17 -2.20
H 2.21 -4.66 -1.34
H 3.28 -3.48 -0.60
H 2.41 -3.60 -4.44
H 1.06 -2.43 -4.56
H 0.79 -4.01 -3.82
H 4.07 -1.98 -3.39
H 3.79 -0.93 -1.97
H 2.95 -0.59 -3.49
C 1.58 3.29 -1.88
O 0.83 2.54 -0.93
C -0.32 1.87 -1.40
C -1.34 2.84 -1.95
H 1.56 2.82 -2.87
H 2.61 3.32 -1.53
H 1.20 4.31 -1.97
H -0.89 3.62 -2.59
H -1.84 3.32 -1.11
H -2.08 2.31 -2.54
```

The charge is -2. As for the lowest unoccupied orbital energy: 4.2679 eV. As for the HOMO energy: -1.346 eV.

=====

The structure with the least stability is <1>.

=====

<1>
# C10H8O2

A molecular structure, C10H8O2 (the ωB97M-V functional and the def2-TZVPD basis, OMol25).

Geometry as XYZ:
```
20
Properties=species:S:1:pos:R:3
C -0.21 -0.84 1.28
C 0.85 -0.75 2.16
C 1.77 0.29 1.78
C 1.41 1.26 0.76
C 0.64 0.94 -0.28
C 0.34 1.59 -1.43
C -0.29 1.14 -2.50
C -1.13 -0.02 -2.31
C -0.94 -0.83 -1.09
C -0.20 -0.21 0.05
H -1.78 -1.69 2.83
H 0.88 -1.06 3.14
H 2.59 0.48 2.52
H 1.96 2.44 1.12
H 0.78 2.65 -1.24
H -0.32 1.50 -3.60
H -1.59 -0.67 -3.11
H -1.64 -2.53 -0.44
O -1.36 -1.70 1.67
O -1.76 -1.97 -1.30
```

The charge is 0. As for the lowest unoccupied orbital energy: -0.0268 eV. As for the HOMO energy: -7.553 eV.

=====

<2>
# C10H8O2

A molecular structure, C10H8O2 (the ωB97M-V functional and the def2-TZVPD basis, OMol25).

Geometry as XYZ:
```
20
Properties=species:S:1:pos:R:3
C 1.30 -1.73 0.56
C -0.06 -2.17 0.54
C -0.98 -1.32 0.00
C -0.63 0.03 -0.26
C -1.48 1.06 -0.67
C -1.19 2.40 -0.82
C 0.17 2.70 -0.71
C 1.08 1.77 -0.42
C 0.64 0.43 -0.05
C 1.63 -0.47 0.38
H 1.91 -3.45 1.38
H -0.44 -3.19 0.91
H -3.12 -1.17 0.40
H -2.56 0.78 -0.94
H -1.93 3.22 -1.01
H 0.63 3.76 -0.65
H 2.18 2.10 -0.33
H 2.75 -0.27 0.65
O 2.33 -2.57 0.98
O -2.22 -1.92 0.05
```

The charge is 0. As for the lowest unoccupied orbital energy: 0.2231 eV. As for the HOMO energy: -7.949 eV.

=====

The structure with the least stability is <1>.

=====

<1>
# C5H8NO

A gas-phase ion, C5H8NO (charge +1) (the ωB97M-V functional and the def2-TZVPD basis, OMol25).

Geometry as XYZ:
```
15
Properties=species:S:1:pos:R:3
C 2.32 0.33 -1.28
C -0.92 0.67 0.51
C -1.12 -0.11 -0.72
C -0.46 -0.79 0.46
C 0.95 -1.27 0.27
N 1.72 -0.31 -0.48
O 0.03 1.80 0.35
H -0.41 2.57 -0.06
H -1.54 1.12 1.26
H -2.20 -0.36 -0.95
H -0.53 -0.03 -1.51
H -1.17 -1.29 1.02
H 1.63 -1.34 1.08
H 0.77 -2.31 -0.16
H 0.93 1.33 0.20
```

The charge is +1. As for the lowest unoccupied orbital energy: -3.8623 eV. As for the HOMO energy: -15.791 eV.

=====

<2>
# C5H8NO

A gas-phase ion, C5H8NO (charge +1) (the ωB97M-V functional and the def2-TZVPD basis, OMol25).

Geometry as XYZ:
```
15
Properties=species:S:1:pos:R:3
C 0.65 0.49 -0.26
C 1.42 0.84 -1.31
C 0.60 0.41 2.01
C -0.81 0.58 -0.24
C -1.67 -0.46 0.35
N 1.24 0.08 0.95
O -1.47 1.44 -0.95
H 2.49 0.71 -1.26
H 1.03 1.20 -2.25
H 1.04 0.20 2.98
H -2.15 -0.99 -0.48
H -2.50 0.00 0.90
H -1.15 -1.16 0.99
H 2.17 -0.36 0.91
H -0.92 2.12 -1.40
```

The charge is +1. As for the lowest unoccupied orbital energy (spin up / spin down): -5.7975 / -5.7971 eV. As for the HOMO energy (spin up / spin down): -13.070 / -13.071 eV.

=====

The structure with the least stability is <1>.

=====

<1>
# C5H8NO

A molecular structure, C5H8NO (the ωB97M-V functional and the def2-TZVPD basis, OMol25).

Geometry as XYZ:
```
15
Properties=species:S:1:pos:R:3
C 1.07 1.42 -0.50
C 2.18 0.99 0.48
C 1.02 -0.06 -0.63
C -1.03 -0.72 0.52
C -0.03 -1.09 -0.58
N 2.33 -0.24 -0.14
O 2.91 -1.25 -0.08
H 0.23 1.84 0.05
H 1.40 1.83 -1.40
H 2.33 1.26 1.46
H -0.52 -0.88 1.41
H -1.79 -1.49 0.56
H -1.21 0.34 0.32
H -0.61 -1.03 -1.56
H 0.38 -2.10 -0.53
```

The charge is +1. As for the lowest unoccupied orbital energy: -6.3322 eV. As for the HOMO energy: -15.129 eV.

=====

<2>
# C5H8NO

A gas-phase ion, C5H8NO (charge +1) (the ωB97M-V functional and the def2-TZVPD basis, OMol25).

Geometry as XYZ:
```
15
Properties=species:S:1:pos:R:3
C -0.40 1.26 -0.22
C -0.67 0.02 -0.95
C 1.34 2.24 1.31
C 0.67 1.14 0.55
C -0.66 -1.00 -0.10
N -0.70 -2.38 -0.57
O 2.44 2.03 1.77
H -0.95 2.18 -0.58
H -0.54 0.21 -2.03
H 0.97 3.31 1.41
H 1.23 0.20 0.43
H -0.71 -0.99 0.97
H -1.51 -2.69 -1.14
H -0.72 -2.97 0.24
H 0.22 -2.57 -1.09
```

The charge is +1. The SMILES is [NH3+]/C=C/C=C/C=O. As for the lowest unoccupied orbital energy: -4.1002 eV. As for the HOMO energy: -13.106 eV.

=====

The structure with the least stability is <1>.